[1]
DFT (wB97M-V/def2-TZVPD) results for a 10-piece molecular cluster, C44H60NO22 overall at a distorted geometry.

Summary:
- DFT total energy: -3421.47968 Ha
- LUMO: -0.1654 Ha
- Energy above the lowest of the compared OMol25 structures with the same formula, charge and spin: 495.8 kJ/mol
- Charge: +1
- HOMO-LUMO gap: 0.231 hartree
- HOMO energy: -10.79 eV

```
127
C44H60NO22, DFT wB97M-V/def2-TZVPD
C 0.1917 -1.9044 1.3472
N 1.0827 -0.6044 1.3272
C 2.4817 -1.0674 1.2502
C 0.8347 0.0946 0.0052
C 0.7857 0.2596 2.4942
C 1.5607 1.5386 2.6602
O 1.0437 2.2136 3.7472
H 0.2337 -2.5224 0.5602
H -0.7973 -1.5994 1.5032
H 0.3447 -2.4484 2.1532
H 3.2407 -0.0764 1.5152
H 2.8997 -1.4624 0.3282
H 2.7597 -1.7914 2.0692
H 0.6757 -0.6074 -0.8848
H 1.5107 0.8566 -0.1938
H -0.2633 0.7056 -0.1038
H 0.9717 -0.2444 3.5352
H -0.3433 0.3256 2.3042
H 1.3377 2.2106 1.9012
H 2.6357 1.4246 2.7952
H 1.7547 2.5716 4.2992
C -0.0333 -1.8924 -4.0348
C -1.0563 -2.5334 -3.0808
C -2.1253 -3.4294 -3.5468
O -2.9613 -3.7374 -2.7438
C -2.1923 -3.8334 -4.8108
C -1.0863 -3.2464 -5.9178
C 0.0627 -2.3584 -5.3748
O 0.9347 -1.9004 -6.0678
O -1.1153 -3.5834 -7.2248
O -1.1613 -2.0994 -1.7498
H 0.6007 -1.1724 -3.7418
H -2.9613 -4.3644 -5.2378
H -1.7933 -4.1544 -7.5758
H -2.0033 -2.2724 -1.7588
C 2.2747 -5.2314 -2.0478
C 1.9097 -5.8814 -3.3848
C 0.5597 -6.3234 -3.6468
O 0.3417 -6.8234 -4.7098
C -0.4123 -6.2054 -2.5528
C -0.0623 -5.4324 -1.2778
C 1.3817 -5.0584 -0.9728
O 1.6987 -4.5884 -0.0158
O -0.9313 -5.1484 -0.2608
O 2.8617 -5.9644 -4.3858
H 3.3557 -4.7654 -2.1658
H -1.3693 -6.6854 -2.7668
H -1.8503 -5.2104 -0.5088
H 2.4597 -6.3214 -5.2338
C -2.4873 1.0726 4.5832
C -3.1973 0.3276 3.4342
C -4.5173 0.7896 3.1312
O -5.2713 0.0406 2.3542
C -5.0213 2.0956 3.4522
C -4.1273 2.8986 4.5242
C -2.8713 2.3036 5.1172
O -2.3183 2.9896 6.0002
O -4.5933 4.1416 4.9592
O -2.7593 -0.8204 2.9242
H -1.6503 0.5666 4.7052
H -6.0653 2.4356 2.9222
H -3.9883 4.3236 5.7592
H -3.4173 -1.1464 2.3632
C -2.2903 0.6416 -6.8938
C -1.1593 1.3866 -7.5748
C 0.0377 1.8546 -6.8918
O 0.9127 2.4126 -7.5028
C 0.0417 1.7616 -5.4318
C -1.1433 1.0966 -4.6788
C -2.2513 0.5076 -5.4498
O -3.0373 -0.2564 -4.8868
O -1.2873 1.0706 -3.3398
O -0.9753 1.5566 -9.0168
H -2.9133 0.1106 -7.4198
H 0.7627 2.2256 -4.6038
H -0.5593 1.2856 -2.8058
H -0.2393 2.0416 -9.1178
C -1.2513 4.6686 2.7692
C -1.7443 3.8956 1.6282
O -1.3013 2.8326 1.3022
C -3.0003 4.5326 0.8492
H -2.0423 4.8966 3.5982
H -1.0953 5.6556 2.6782
H -0.2483 4.6136 3.0752
H -2.8023 5.4046 0.2692
H -4.0163 4.6996 1.5592
H -3.5603 3.9936 -0.0228
C 5.5527 4.7966 7.6002
C 4.7167 4.1316 6.5202
O 4.4047 2.8846 6.5602
C 4.2007 4.9396 5.3342
H 5.9247 4.0056 8.3752
H 4.9847 5.6166 8.2792
H 6.2917 5.0016 7.0382
H 5.0287 5.2336 5.1232
H 3.6207 5.7356 5.9072
H 3.4797 4.5356 4.5612
C 2.0977 4.6906 -0.9218
C 2.4267 3.8766 -2.0428
O 1.9027 2.8016 -2.3638
C 3.5117 4.3256 -3.0308
H 1.8867 4.1346 -0.2668
H 1.4707 5.5256 -1.1808
H 2.8487 5.3116 -0.6518
H 3.3837 3.9626 -4.1468
H 4.4827 3.9506 -2.6728
H 3.5007 5.3276 -3.0158
C 4.3637 -4.4674 3.3972
C 3.5237 -5.1954 4.4212
O 4.0507 -6.0824 5.1112
C 2.1147 -4.8324 4.4562
H 4.5407 -3.3784 3.5762
H 3.9337 -4.8724 2.4862
H 5.3207 -4.9904 3.2542
H 1.5827 -5.7754 4.8112
H 1.7487 -4.4264 3.4932
H 1.9057 -4.0194 5.1502
C -4.8793 -1.3264 -1.8658
C -3.9953 -0.9334 -0.8058
O -3.4543 -1.9054 -0.1978
C -3.5253 0.4646 -0.5668
H -4.5433 -0.9284 -2.7978
H -5.7073 -0.9204 -1.3658
H -5.1613 -2.4514 -2.1768
H -2.8333 0.7766 0.2922
H -4.4053 1.1106 -0.4048
H -3.1143 0.8076 -1.4138
```

[2]
DFT (wB97M-V/def2-TZVPD) results for C44H61N6O3S2SiV as an isolated structure at a distorted geometry.

Summary:
- <S²>: 2.070
- DFT total energy: -4296.83170 Ha
- LUMO (spin up / spin down): -0.2386 / -0.2388 Ha
- Energy above the lowest of the compared OMol25 structures with the same formula, charge and spin: 131.5 kJ/mol
- Charge: +2
- HOMO-LUMO gap (spin up / spin down): 0.234 / 0.236 hartree
- 2S+1: 3
- HOMO energy (spin up / spin down): -12.86 / -12.93 eV

```
118
C44H61N6O3S2SiV, DFT wB97M-V/def2-TZVPD
V -0.3217 -0.2766 0.2450
S -0.6580 -1.2313 2.3783
C -0.8281 0.1244 3.3765
N -1.2458 -0.0019 4.6372
C -1.2143 1.1531 5.5114
C -1.5740 2.3990 4.7139
N -0.6942 2.5205 3.5737
C -0.2519 3.8552 3.2145
C 0.5189 4.4948 4.3490
C -0.0215 5.5369 5.0932
C 0.7126 6.1225 6.1122
C 1.9866 5.6649 6.4016
C 2.5257 4.6174 5.6724
C 1.7948 4.0344 4.6527
C -0.4142 1.4208 2.8750
S 0.5088 1.4963 1.4538
C -1.5955 -1.2949 5.2077
C -3.0384 -1.6548 4.9276
C -4.0512 -1.2022 5.7664
C -5.3705 -1.5412 5.5193
C -5.6932 -2.3282 4.4278
C -4.6888 -2.7910 3.5941
C -3.3691 -2.4596 3.8441
H -0.2076 1.2517 5.9420
H -1.9281 1.0139 6.3254
H -1.4780 3.2953 5.3283
H -2.6085 2.3262 4.3538
H -1.1341 4.4574 2.9692
H 0.3803 3.7706 2.3280
H -1.0068 5.9178 4.8650
H 0.2911 6.9452 6.6691
H 2.5628 6.1287 7.1858
H 3.5224 4.2626 5.8844
H 2.2267 3.2306 4.0737
H -1.4350 -1.2342 6.2849
H -0.9290 -2.0560 4.7913
H -3.8108 -0.6103 6.6369
H -6.1487 -1.2050 6.1855
H -6.7203 -2.5897 4.2308
H -4.9336 -3.4290 2.7593
H -2.5869 -2.8595 3.2165
C 2.3628 -1.0211 -0.1775
Si 2.4862 -0.8257 -2.1280
C 1.6982 0.9250 -2.2725
N 0.3178 1.1072 -1.7909
C -0.6291 0.6632 -2.8472
C -1.6765 1.7099 -3.2167
C -1.0085 2.9966 -3.6992
C 0.1113 3.4283 -2.7372
C 0.1320 2.5400 -1.4916
C 1.7574 -2.2830 -3.0887
C 1.6859 -2.2436 -4.4854
C 1.3920 -3.3796 -5.2153
C 1.1763 -4.5855 -4.5668
C 1.2118 -4.6379 -3.1844
C 1.5071 -3.5013 -2.4523
C 4.3431 -0.7035 -2.4232
C 5.0833 0.4413 -2.1274
C 6.4516 0.4654 -2.3202
C 7.1037 -0.6561 -2.8063
C 6.3828 -1.7981 -3.1089
C 5.0145 -1.8200 -2.9208
H 2.6622 -0.0691 0.2739
H 2.9970 -1.8330 0.1840
H 1.7836 1.2833 -3.3051
H 2.3446 1.5732 -1.6759
H -1.1273 -0.2442 -2.5107
H -0.0672 0.4119 -3.7528
H -2.3309 1.9148 -2.3661
H -2.2998 1.3027 -4.0134
H -1.7578 3.7814 -3.7861
H -0.5969 2.8288 -4.6943
H -0.0273 4.4600 -2.4159
H 1.0794 3.3830 -3.2332
H -0.8021 2.6787 -0.9434
H 0.9390 2.8561 -0.8275
H 1.9054 -1.3276 -5.0117
H 1.3602 -3.3317 -6.2926
H 1.0063 -5.4861 -5.1358
H 1.0457 -5.5717 -2.6687
H 1.5413 -3.5702 -1.3757
H 4.5967 1.3256 -1.7416
H 7.0097 1.3585 -2.0862
H 8.1714 -0.6388 -2.9523
H 6.8824 -2.6757 -3.4872
H 4.4553 -2.7120 -3.1591
O 1.0458 -1.2500 0.1632
O 0.7493 -2.5028 0.4260
C -2.2028 -2.7729 -3.3265
N -2.1982 -3.4328 -2.0353
C -2.7700 -4.7564 -1.9873
C -1.7749 -2.7871 -0.9681
O -1.4166 -1.5990 -1.0026
H -2.5379 -3.4713 -4.0860
H -1.1995 -2.4330 -3.5776
H -2.8882 -1.9221 -3.3148
H -2.2593 -5.4089 -2.6962
H -3.8287 -4.7194 -2.2601
H -2.6727 -5.1699 -0.9881
H -1.7893 -3.3409 -0.0207
C -4.2217 2.6973 1.1183
C -4.3596 1.2197 1.4904
C -5.2762 0.4869 0.5063
C -4.9441 1.0857 2.8961
N -3.0097 0.6257 1.5554
N -2.2571 0.6811 0.3411
H -5.1620 3.2054 1.3005
H -3.9768 2.8433 0.0674
H -3.4538 3.1654 1.7314
H -6.2892 0.8532 0.6211
H -5.2841 -0.5809 0.7173
H -4.9862 0.6477 -0.5309
H -5.9108 1.5778 2.9388
H -4.2932 1.5437 3.6356
H -5.0746 0.0387 3.1557
H -3.0978 -0.3520 1.8413
H -2.1301 1.6763 0.1428
H -2.7997 0.2857 -0.4417
```

[3]
DFT (wB97M-V/def2-TZVPD) results for C44H62As3NO8S5TeZr as an isolated structure at a distorted geometry.

Summary:
- DFT total energy: -11383.24387 Ha
- LUMO: -0.2106 Ha
- Energy above the lowest of the compared OMol25 structures with the same formula, charge and spin: 27.9 kJ/mol
- Charge: +2
- HOMO-LUMO gap: 0.238 hartree
- HOMO energy: -12.20 eV

```
125
C44H62As3NO8S5TeZr, DFT wB97M-V/def2-TZVPD
Zr 0.1628 0.6178 1.1964
C -0.0965 -2.0185 4.1762
C 1.4064 -1.8145 4.0854
S 2.0680 -1.2468 2.5004
C 2.3740 -2.8178 1.6507
C 1.1055 -3.6053 1.3685
S -0.1668 -2.4407 0.8783
C -1.5724 -3.5480 0.6709
C -2.8590 -2.7504 0.3954
S -2.7723 -0.9644 0.7115
C -3.5222 -0.8633 2.3461
C -2.6674 -1.4677 3.4470
S -1.0718 -0.6097 3.5734
H -0.3676 -2.1666 5.2219
H -0.4181 -2.8848 3.6004
H 1.9251 -2.7461 4.3197
H 1.7297 -1.0737 4.7995
H 3.0684 -3.3854 2.2666
H 2.8632 -2.5452 0.7157
H 0.7603 -4.1526 2.2468
H 1.2697 -4.3076 0.5535
H -1.6573 -4.1367 1.5842
H -1.3578 -4.2207 -0.1584
H -3.6845 -3.1307 0.9951
H -3.1416 -2.8414 -0.6503
H -4.4917 -1.3579 2.2943
H -3.6920 0.1959 2.5249
H -2.4847 -2.5287 3.2662
H -3.1613 -1.3558 4.4121
C 2.9977 0.6234 -0.0055
N 2.1250 1.8007 0.2691
C 2.9846 2.7975 0.9485
C 1.6875 2.4122 -1.0293
C 0.2137 2.6002 -1.1700
C -0.2229 3.5266 -2.1144
C -1.5697 3.6663 -2.3937
C -2.4888 2.8501 -1.7430
C -2.0503 1.9376 -0.8024
C -0.6898 1.7848 -0.4672
H 3.7842 0.8762 -0.7172
H 2.4268 -0.1917 -0.4495
H 3.4599 0.3007 0.9213
H 3.8089 3.0603 0.2792
H 3.3863 2.3906 1.8654
H 2.4154 3.6944 1.1827
H 2.0347 1.7718 -1.8422
H 2.1873 3.3703 -1.1573
H 0.5032 4.1356 -2.6454
H -1.9028 4.3920 -3.1269
H -3.5467 2.9365 -1.9697
H -2.7907 1.3123 -0.3287
C -0.8944 4.1047 1.8589
As -1.7940 2.4499 2.3854
C -2.0154 2.7714 4.2894
C -3.6269 2.9511 1.7566
C -4.1435 4.2432 2.3168
C -4.9855 4.2567 3.4290
C -5.5120 5.4481 3.9070
C -5.2072 6.6459 3.2728
C -4.3765 6.6450 2.1599
C -3.8498 5.4516 1.6853
H -1.2609 4.9177 2.4800
H -1.1194 4.3104 0.8139
H 0.1833 4.0261 1.9806
H -2.9392 3.3185 4.4365
H -1.1816 3.3614 4.6463
H -2.0434 1.8346 4.8402
H -4.2920 2.1318 2.0242
H -3.5737 3.0100 0.6789
H -5.2531 3.3205 3.9093
H -6.1663 5.4396 4.7700
H -5.6324 7.5746 3.6337
H -4.1470 7.5749 1.6549
H -3.2273 5.4541 0.7952
C -4.0481 -1.0709 -2.6232
O -2.6362 -1.2338 -2.3777
C -2.0849 -2.3355 -2.9129
O -2.7355 -3.2038 -3.4238
C -0.6108 -2.3991 -2.5696
C 0.1051 -3.4880 -2.9015
As -0.0345 -3.6936 -4.8643
C 1.0301 -5.2407 -5.3903
C 1.4551 -2.3165 -4.7958
C 1.6104 -1.3055 -3.9271
As 0.4433 -0.7534 -2.3332
C -0.5609 0.3891 -3.5841
C 2.6342 -0.2235 -4.1143
O 2.8942 0.5691 -3.2291
O 3.1770 -0.1701 -5.3180
C 4.1260 0.8927 -5.5644
C 2.1448 -2.4336 -6.1504
O 1.4826 -2.2134 -7.1235
O 3.3832 -2.9177 -6.2648
C 4.1688 -3.2679 -5.1183
C 1.4372 -3.7031 -2.2160
O 1.8835 -3.0092 -1.3311
O 2.0405 -4.8103 -2.6326
C 3.3002 -5.1332 -2.0142
H -4.3240 -0.1368 -2.1443
H -4.6101 -1.9006 -2.2004
H -4.2391 -1.0279 -3.6933
H 0.4864 -6.1362 -5.0913
H 2.0316 -5.2666 -4.9774
H 1.0707 -5.2153 -6.4799
H -0.8833 -0.2003 -4.4413
H 0.1281 1.1602 -3.9344
H -1.4150 0.8694 -3.1170
H 4.3864 0.8076 -6.6129
H 5.0028 0.7648 -4.9340
H 3.6680 1.8551 -5.3573
H 5.1496 -2.8194 -5.2479
H 4.2726 -4.3506 -5.0872
H 3.7226 -2.9130 -4.1910
H 3.7904 -5.8328 -2.6821
H 3.1260 -5.6080 -1.0505
H 3.9030 -4.2402 -1.8776
Te 1.2339 1.9093 3.6028
C 2.3678 1.0486 5.1200
C 3.6941 0.7330 5.1412
C 4.1333 0.3192 6.4357
C 3.1309 0.3409 7.3579
S 1.6534 0.8728 6.6739
H 4.3373 0.7855 4.2702
H 5.1530 0.0348 6.6657
H 3.1814 0.0958 8.4113
```

[4]
DFT (wB97M-V/def2-TZVPD) results for C44H62BN10ORbS2 as an isolated structure at a distorted geometry.

Summary:
- DFT total energy: -3182.09591 Ha
- LUMO: 0.1403 Ha
- Energy above the lowest of the compared OMol25 structures with the same formula, charge and spin: 0.0 kJ/mol
- Charge: -2
- HOMO-LUMO gap: 0.188 hartree
- HOMO energy: -1.31 eV

```
121
C44H62BN10ORbS2, DFT wB97M-V/def2-TZVPD
Rb 0.7455 -0.5019 -0.4285
C 1.0100 1.4707 6.3554
C 2.1000 0.8571 5.4430
C 1.7785 1.0461 4.0009
C 2.2221 2.0711 3.1770
C 3.0557 3.2118 3.6282
C 2.2406 4.4208 4.0822
C 1.5011 1.8949 1.9322
C 1.5359 2.7838 0.8442
C 0.6871 2.8541 -0.2893
C 0.7259 3.8810 -1.3616
C 1.6629 5.0303 -1.3343
C 3.1056 4.6867 -1.5552
C -0.3418 3.6530 -2.1523
C -0.9916 2.4860 -1.6347
C -2.0576 1.8473 -2.2543
C -2.6072 0.6007 -1.9160
N -2.2651 -0.0897 -0.8068
C -3.0019 -1.2135 -0.7960
C -3.0141 -2.1219 0.2870
C -2.2733 -2.0650 1.4718
N -1.1807 -1.3254 1.7415
C -0.9122 -1.4614 3.0386
C 0.1364 -0.8202 3.6520
C 0.8639 0.2559 3.1874
N 0.7312 0.7841 1.9560
C -1.8338 -2.3848 3.6664
C -2.7050 -2.7581 2.7002
C -3.9140 -3.6213 2.8498
C -5.1275 -2.7414 3.2586
C -1.8809 -2.7050 5.1660
C -0.8322 -3.7923 5.6077
C -3.8651 -1.2564 -1.9674
C -3.6462 -0.1084 -2.6725
C -4.2819 0.3273 -3.9560
C -3.6583 -0.3466 -5.1616
C -4.9294 -2.2533 -2.2235
C -6.0800 -1.9379 -1.2154
N -0.3768 2.0501 -0.5208
C -0.8255 4.5279 -3.2462
C -1.7018 5.6331 -2.5885
H 1.1332 1.1477 7.4066
H 0.0511 1.1261 5.9803
H 0.9662 2.5740 6.3452
H 2.2392 -0.2185 5.6930
H 3.0521 1.3340 5.6104
H 3.6887 3.4530 2.7876
H 3.6760 2.9227 4.4798
H 1.5036 4.7684 3.3272
H 2.8945 5.3104 4.2625
H 1.6903 4.1957 4.9980
H 2.2455 3.5796 0.9881
H 1.5882 5.6080 -0.4130
H 1.3848 5.7131 -2.1494
H 3.4470 3.9663 -0.8223
H 3.7993 5.5559 -1.4911
H 3.2849 4.2774 -2.5376
H -2.4556 2.3021 -3.1589
H -3.7856 -2.8870 0.2818
H 0.3548 -1.1716 4.6416
H -3.7732 -4.3351 3.6556
H -4.1295 -4.1507 1.9114
H -4.9461 -2.2110 4.2060
H -6.0666 -3.3245 3.3695
H -5.2950 -1.9275 2.5220
H -2.8939 -3.0516 5.4893
H -1.7007 -1.7707 5.7174
H -0.9773 -4.7042 4.9984
H -0.9557 -4.1229 6.6354
H 0.2121 -3.4225 5.5017
H -4.0573 1.3750 -4.0108
H -5.3557 0.2466 -4.0275
H -2.5582 -0.3490 -5.0393
H -3.8895 0.1630 -6.1151
H -3.9576 -1.3859 -5.2623
H -4.5620 -3.2715 -2.1269
H -5.3322 -2.1730 -3.2462
H -5.8142 -2.0328 -0.1657
H -7.0293 -2.5000 -1.4121
H -6.3106 -0.8778 -1.2993
H -1.3896 4.0031 -3.9862
H 0.0306 5.0090 -3.7594
H -2.4619 5.2634 -1.9313
H -2.1624 6.2870 -3.3432
H -1.0290 6.3010 -2.0539
C 4.6871 -0.8225 1.1419
N 4.9421 -1.7469 0.0310
C 5.3369 -3.0498 0.2138
C 5.1975 -3.6583 -0.9643
N 4.7284 -2.7678 -1.8733
B 4.3914 -3.1787 -3.3358
N 2.8762 -2.8487 -3.6228
C 2.6066 -1.9523 -4.6765
C 1.3276 -1.5716 -4.5632
N 0.7803 -2.2679 -3.4801
C -0.6210 -2.1571 -3.0714
C 1.7610 -3.0581 -2.9047
S 1.5225 -4.1015 -1.5598
C 4.5570 -1.5666 -1.2706
S 4.0271 -0.1125 -1.9259
H 5.3938 -1.0694 1.9884
H 3.6913 -0.9701 1.5478
H 4.7767 0.2121 0.8458
H 5.6774 -3.3687 1.1915
H 5.3680 -4.6658 -1.2776
H 5.0648 -2.5407 -4.1520
H 4.5905 -4.3410 -3.4334
H 3.3281 -1.5547 -5.3485
H 0.7598 -0.7948 -5.0129
H -0.8554 -1.1075 -3.0225
H -0.6954 -2.6182 -2.0832
H -1.2760 -2.6104 -3.7916
O 1.9531 -2.7809 1.6609
H 1.0499 -2.5171 1.8826
H 1.8692 -3.2679 0.8379
N 0.8249 1.6507 -4.3855
N 1.3318 1.0637 -3.1912
H 1.3931 2.4610 -4.6921
H -0.1417 1.9333 -4.2676
H 1.4348 1.6965 -2.4357
H 2.1882 0.5860 -3.4216
```

Q: Look up the DFT total energy of the second one.
A: -4296.83170 Ha

Q: Number 2 is which compound?
A: C44H61N6O3S2SiV

Q: What is the charge in the first record?
A: +1